No. 1
C23H18AuF2N3O2S | wB97M-V/def2-TZVPD

Last column: Löwdin charge in e.
Geometry (Å):
Au1 2.04743 -1.33318 0.34665  1.17
O1 1.97753 0.73246 4.11644  0.00
C1 2.15576 0.12038 3.05973  -0.52
N1 1.67641 -0.99847 2.59986  -0.06
C2 0.67596 -1.83255 3.13318  -0.17
C3 0.15432 -2.79064 2.05331  -0.20
C4 -0.85813 -3.68350 2.39829  -0.01
C5 -1.38279 -4.54993 1.46572  -0.04
C6 -0.89281 -4.51938 0.16461  -0.05
C7 0.10479 -3.62367 -0.13198  -0.10
N2 0.62048 -2.79677 0.79108  -0.04
C8 3.12794 0.75514 2.02419  -0.13
C9 3.85506 1.86998 2.41641  0.01
C10 4.71059 2.49123 1.52872  -0.03
C11 4.82239 1.99696 0.23554  -0.05
C12 4.07624 0.89286 -0.11128  -0.10
N3 3.26722 0.28843 0.76551  -0.05
H1 -0.19799 -1.29021 3.52340  0.13
H2 1.03825 -2.46411 3.95751  0.14
H3 -1.22298 -3.66980 3.41688  0.12
H4 -2.16993 -5.23916 1.74108  0.11
H5 -1.27745 -5.17097 -0.60594  0.11
H6 0.51577 -3.54414 -1.12743  0.12
H7 3.70202 2.21280 3.42990  0.12
H8 5.28180 3.35786 1.83458  0.11
H9 5.46911 2.45617 -0.49769  0.11
H10 4.10961 0.47226 -1.10539  0.12
F1 3.07659 -3.58391 1.85794  -0.02
C13 3.54425 -2.63175 0.99584  -0.44
F2 4.56523 -2.00291 1.64294  -0.01
H11 3.97588 -3.15678 0.13539  0.10
C14 -5.84738 2.04995 -2.63153  -0.04
C15 -5.79108 3.31333 -3.45037  -0.74
O2 -6.76542 3.84791 -3.90577  0.00
S1 -4.21258 4.11810 -3.72913  1.02
C16 -3.02310 3.05136 -2.94679  -0.57
C17 -2.51525 1.94951 -3.62653  -0.10
C18 -1.58574 1.12495 -3.01775  -0.03
C19 -1.13704 1.39342 -1.72153  -0.26
C20 -1.63894 2.51396 -1.05414  -0.03
C21 -2.57130 3.33641 -1.66289  -0.10
C22 -0.17370 0.54571 -1.08371  -0.14
C23 0.63589 -0.13589 -0.49628  -0.16
H12 -6.83445 1.99032 -2.17769  0.09
H13 -5.07036 1.99638 -1.87453  0.07
H14 -5.72396 1.20001 -3.30541  0.09
H15 -2.85429 1.74217 -4.63338  0.11
H16 -1.19220 0.26505 -3.54322  0.11
H17 -1.28958 2.73072 -0.05357  0.12
H18 -2.95811 4.20190 -1.14077  0.11

Kohn-Sham gap = 7.553 eV
Total charge = 0
Relative energy (zero: lowest compared OMol25 entry of this formula, charge and spin) = 3.107 eV

---

No. 2
C34H37ErN5 | wB97M-V/def2-TZVPD

Last column: Löwdin charge in e.
Geometry (Å):
Er1 0.01492 -0.12305 0.72540  1.02
N1 0.95094 -3.26219 2.75496  0.07
N2 0.56769 -2.08762 -0.93385  -0.06
C1 1.07721 2.04015 0.07414  -0.32
C2 2.14201 1.12304 0.37958  -0.32
C3 2.07362 0.82145 1.78060  -0.32
C4 2.95372 -0.11785 2.53349  -0.05
H1 3.80791 -0.42448 1.91813  0.07
H2 2.42325 -1.03515 2.84223  0.06
H3 3.33631 0.36503 3.44395  0.08
C5 1.01022 1.59073 2.34797  -0.31
C6 0.72972 1.74459 3.80006  -0.05
H4 1.23908 2.63276 4.20834  0.08
H5 1.08102 0.87484 4.36715  0.07
H6 -0.34263 1.86583 3.99210  0.08
C7 0.36640 2.31070 1.29168  -0.31
C8 -0.83067 3.18323 1.44100  -0.05
H7 -1.60945 2.69675 2.04702  0.07
H8 -1.27040 3.41793 0.46417  0.07
H9 -0.57489 4.13323 1.93297  0.08
C9 3.21182 0.67826 -0.55788  -0.05
H10 4.10451 1.31999 -0.46992  0.08
H11 2.87481 0.72842 -1.60082  0.05
H12 3.52394 -0.35387 -0.34984  0.07
C10 0.83337 2.69119 -1.24369  -0.05
H13 -0.23866 2.85824 -1.41491  0.06
H14 1.20093 2.06754 -2.06719  0.06
H15 1.33989 3.66840 -1.31105  0.08
C11 0.28835 -3.92381 3.69287  -0.17
H16 0.81219 -4.07688 4.64171  0.11
C12 -1.02220 -4.39214 3.52264  -0.10
H17 -1.50899 -4.88263 4.35862  0.09
C13 -1.65696 -4.20311 2.29566  -0.09
H18 -2.68003 -4.55155 2.13312  0.10
C14 -0.96180 -3.56925 1.26936  -0.05
H19 -1.39008 -3.40796 0.27709  0.10
C15 0.34887 -3.07121 1.53969  -0.36
C16 1.09431 -2.20578 0.68816  -0.13
H20 2.18150 -2.27865 0.66259  0.09
C17 0.02511 -0.94892 -1.40242  -0.18
C18 0.85857 -2.96913 -1.95817  -0.06
H21 1.26046 -3.93849 -1.76262  0.11
C19 0.56102 -2.34431 -3.11044  -0.06
H22 0.64148 -2.66172 -4.13001  0.11
N3 0.08515 -1.07258 -2.75645  -0.03
C20 -0.10417 0.01971 -3.62955  -0.13
C21 0.93078 0.38087 -4.51544  -0.20
C22 0.74093 1.51017 -5.31930  -0.01
H23 1.52765 1.78693 -6.02135  0.11
C23 -0.41874 2.27907 -5.23161  -0.28
C24 -0.63179 3.44120 -6.15248  -0.06
H24 -1.17243 4.24820 -5.64545  0.08
H25 -1.22481 3.15158 -7.03166  0.08
H26 0.32583 3.83002 -6.51438  0.07
C25 -1.39433 1.93889 -4.29211  -0.01
H27 -2.29338 2.54753 -4.19959  0.12
C26 -1.25046 0.81890 -3.46911  -0.20
C27 -2.29822 0.50654 -2.45053  -0.05
H28 -2.44279 -0.56741 -2.28827  0.08
H29 -3.25114 0.93408 -2.79013  0.08
H30 -2.08618 0.98260 -1.47443  0.07
C28 2.22809 -0.35904 -4.56460  -0.04
H31 2.12456 -1.36408 -4.99196  0.07
H32 2.71847 -0.44623 -3.58353  0.08
H33 2.91085 0.20281 -5.21145  0.08
N4 -1.15165 -1.90500 6.91751  0.09
C29 -1.54836 -1.46418 5.90959  -0.23
C30 -2.05127 -0.91923 4.66407  -0.27
C31 -3.36881 -0.46696 4.54566  -0.12
C32 -3.80373 0.02611 3.32149  -0.12
C33 -2.91731 0.05617 2.24540  -0.21
N5 -1.63349 -0.36617 2.37047  -0.10
C34 -1.19629 -0.83499 3.56884  -0.12
H34 -4.02352 -0.51151 5.41555  0.09
H35 -4.81860 0.39308 3.18246  0.09
H36 -3.20652 0.41573 1.25124  0.08
H37 -0.15274 -1.17537 3.62744  0.11

Kohn-Sham gap (alpha / beta) = 3.837 / 3.684 eV
Spin multiplicity = 4
Total charge = -1
Relative energy (zero: lowest compared OMol25 entry of this formula, charge and spin) = 0.000 eV

---

No. 3
C6H6OS | wB97M-V/def2-TZVPD

Last column: Löwdin charge in e.
Geometry (Å):
C1 0.19629 0.94930 1.23097  -0.45
C2 -0.29581 1.79901 0.35988  -0.23
C3 0.20676 0.71394 -1.63848  -0.11
C4 0.00128 -0.67699 -1.60220  -0.11
C5 -0.79552 -1.49317 -0.74883  -0.16
C6 -0.42880 -1.64360 0.54232  -0.41
H1 0.30435 1.54212 2.15736  0.07
H2 -0.75493 2.77599 0.73917  0.15
H3 0.94795 1.17624 -2.42857  0.16
H4 0.43437 -1.13145 -2.45601  0.09
H5 -1.74378 -1.97169 -0.95795  0.11
H6 -1.04355 -2.25517 1.16151  0.05
O1 -0.59503 1.56931 -0.93336  -0.06
S1 0.83191 -0.66135 1.27434  0.90

Kohn-Sham gap = 9.078 eV
Total charge = 0
SMILES = c1ccsccoc1
Relative energy (zero: lowest compared OMol25 entry of this formula, charge and spin) = 2.567 eV

---

No. 4
C8H17NO3 | wB97M-V/def2-TZVPD

Last column: Löwdin charge in e.
Geometry (Å):
C1 -2.75496 0.92224 -0.76518  -0.12
C2 -1.81551 -0.14484 -0.17615  -0.31
C3 -0.93748 0.12052 1.04755  -0.27
C4 0.02432 1.48175 1.08041  -0.05
C5 1.01631 1.27616 -0.11806  -0.30
C6 1.87879 0.07119 0.37988  -0.29
C7 0.92822 -1.17582 0.82666  -0.38
C8 0.58745 -2.13286 -0.32164  -0.08
H1 -3.76457 0.28965 -1.12577  0.12
H2 -1.98608 1.16142 -1.86095  0.15
H3 -2.92061 1.82466 0.01768  0.10
H4 -1.21769 -0.19785 -1.09651  0.02
H5 -2.39190 -1.05438 0.07037  0.12
H6 -1.64868 0.42012 1.75389  0.11
H7 0.32098 1.81306 2.14042  0.15
H8 -0.62037 2.21494 0.72784  0.06
H9 0.72155 1.23917 -1.21380  0.12
H10 2.16003 2.32521 -1.81180  0.31
H11 2.34054 0.40310 1.34374  0.16
H12 2.08390 -1.07127 -1.16608  0.16
H13 1.76631 -1.86919 1.51648  0.21
H14 1.44819 -2.60421 -0.74790  0.09
H15 -0.07684 -3.01901 -0.17024  0.14
H16 0.09836 -1.43208 -2.34887  0.19
H17 0.23487 -1.00275 2.64643  0.18
N1 -0.11826 -0.95182 1.62411  -0.02
O1 1.87795 2.58851 -0.32262  -0.22
O2 2.81016 -0.41404 -0.59784  -0.09
O3 -0.04498 -1.08162 -1.33204  -0.23

Kohn-Sham gap = 8.268 eV
Total charge = 0
Relative energy (zero: lowest compared OMol25 entry of this formula, charge and spin) = 10.522 eV